Entry 1:
The following is a quantum chemistry calculation of a structure of composition C41H42Cl5N4O5PSSc, from OMol25.

Geometry as XYZ:
```
100
Properties=species:S:1:pos:R:3:forces:R:3:lowdin_charge:R:1
Sc -0.182 0.698 -0.142 -0.32 0.55 -0.38 0.9117
Cl 2.685 0.294 2.238 1.17 -1.01 -0.18 0.7931
C 1.606 1.500 2.682 -1.31 1.80 0.74 -0.7264
C 0.576 1.857 1.804 0.70 -0.52 -0.23 -0.2457
C -0.306 2.799 2.267 0.17 0.30 1.33 -0.7776
Cl -1.615 3.281 1.252 -0.45 0.19 -0.38 0.6999
C -0.252 3.314 3.565 -0.47 0.54 0.28 -0.6886
Cl -1.575 4.237 4.255 0.25 -0.12 -0.54 0.6213
C 0.847 3.057 4.384 -0.87 0.33 -0.01 -0.6861
Cl 0.945 3.877 5.941 0.29 -0.63 -0.73 0.6148
C 1.782 2.144 3.930 -0.09 -0.11 -0.62 -0.7281
Cl 3.150 1.880 4.899 0.81 -0.40 0.42 0.6798
N -2.939 -2.277 1.397 -0.51 -0.44 0.15 0.0973
C -2.801 -2.366 2.772 0.09 0.25 -0.49 -0.2616
C -3.257 -3.468 3.521 0.70 0.24 -1.19 -0.0577
C -3.226 -3.495 4.888 0.70 1.17 0.64 -0.1145
C -2.721 -2.368 5.591 -0.23 -0.27 -1.02 -0.1043
C -2.192 -1.318 4.825 -0.25 0.35 1.58 -0.1312
C -2.242 -1.271 3.439 -0.62 -0.51 0.90 -0.4838
S -2.120 0.258 2.664 0.37 0.23 -0.94 0.9762
N -1.573 -0.179 1.079 -1.12 -1.69 0.61 -0.3994
C -2.224 -1.365 0.562 0.59 0.42 0.51 -0.3666
C -2.033 -1.627 -0.745 -1.14 -0.18 -1.17 -0.2493
C -2.771 -2.672 -1.534 1.20 0.88 2.28 -0.0552
C -2.545 -2.820 -2.828 0.80 0.75 -1.41 -0.1260
C -1.598 -1.922 -3.547 -0.17 -0.13 2.34 -0.0878
C -0.942 -0.982 -2.765 -1.14 -0.34 -0.06 -0.1643
N -1.225 -0.693 -1.442 0.40 -0.54 -1.18 -0.0683
H -3.317 -3.115 0.933 0.50 0.95 0.42 0.1256
H -3.544 -4.332 2.950 -0.36 -0.38 -0.04 0.0972
H -3.503 -4.412 5.364 -0.36 -0.20 0.50 0.0840
H -2.823 -2.242 6.669 0.31 -0.32 -0.26 0.0869
H -1.831 -0.440 5.396 -0.13 -0.45 -0.61 0.1073
H -3.386 -3.366 -0.965 -0.11 0.05 -0.36 0.0841
H -3.041 -3.637 -3.315 -0.14 -0.16 -0.54 0.0799
H -1.337 -2.102 -4.564 0.20 -0.02 -0.50 0.0587
H -0.168 -0.367 -3.228 -0.23 -0.10 0.22 0.0748
C -1.174 5.665 -2.095 0.81 -1.33 1.10 -0.0822
O -1.762 4.359 -1.766 0.65 1.14 -0.74 -0.3821
P -1.303 2.885 -2.227 -1.28 -0.90 -0.04 0.7913
O -2.738 2.349 -2.831 0.05 -0.46 0.96 -0.2938
C -3.614 1.494 -2.024 -1.07 0.19 -1.59 -0.2033
O -0.621 3.159 -3.657 0.24 0.40 -0.52 -0.3284
C -0.478 2.076 -4.608 0.78 -0.08 1.43 -0.0891
H -1.127 5.874 -3.183 0.57 -0.55 0.67 0.0875
H -0.230 5.769 -1.445 -1.05 -0.02 -1.61 0.1133
H -1.882 6.342 -1.695 -0.69 0.81 0.44 0.0544
H -3.072 0.954 -1.255 0.21 -0.07 -0.08 0.0675
H -4.054 0.777 -2.787 0.69 0.49 1.06 0.1455
H -4.359 3.115 -0.773 0.36 0.01 -0.57 0.1117
H 0.013 2.496 -5.475 -0.19 0.05 -0.26 0.0832
H -1.435 1.608 -4.789 -0.23 0.06 -0.33 0.0779
H 0.188 1.325 -4.148 -0.17 0.27 -0.36 0.0513
C -6.815 0.877 -1.255 1.65 -0.31 -1.40 -0.0652
C -5.703 1.579 -0.482 -0.59 -0.26 1.10 -0.5902
C -4.909 0.699 0.519 -0.44 -0.98 -2.10 -0.0501
C -6.461 2.603 0.412 0.55 -0.80 -1.06 -0.0610
C -4.756 2.322 -1.430 -0.28 0.71 0.21 -0.1445
H -7.499 0.319 -0.687 -0.80 -0.81 1.20 0.0599
H -6.367 0.195 -1.984 -0.07 -0.18 0.00 0.0836
H -7.400 1.567 -1.842 -0.15 0.56 -0.16 0.0729
H -5.562 0.367 1.293 -0.43 -0.06 0.87 0.0748
H -4.114 1.300 0.890 0.73 0.31 0.66 0.0336
H -4.478 -0.237 0.090 -0.16 0.76 0.04 0.0889
H -7.185 2.023 0.992 0.15 0.40 0.27 0.0830
H -6.994 3.190 -0.323 -0.32 0.85 0.27 0.0706
H -5.751 3.177 1.012 -0.36 0.08 0.12 0.0864
H -5.367 2.817 -2.232 0.68 -0.34 0.55 0.1360
C 8.594 -2.025 1.336 0.47 -0.29 -0.03 -0.0587
C 7.103 -2.359 1.462 1.28 0.66 -0.19 -0.2231
C 6.699 -3.379 2.309 0.07 -0.59 0.22 -0.0574
C 5.365 -3.793 2.326 0.54 0.17 -0.31 -0.0797
C 4.474 -3.173 1.488 -1.21 -0.07 -0.07 -0.0276
C 4.873 -2.096 0.731 -0.49 0.98 -1.51 -0.2294
N 3.897 -1.477 -0.099 0.26 -0.38 0.33 0.0833
C 3.974 -1.318 -1.458 1.21 -0.27 0.19 -0.2212
C 4.984 -1.922 -2.211 0.48 0.16 -0.66 -0.0213
C 5.208 -1.629 -3.558 -0.81 0.89 0.95 -0.0764
C 4.399 -0.678 -4.197 0.34 0.03 -0.49 -0.1009
C 3.367 -0.102 -3.467 -0.05 -0.60 0.97 -0.0096
C 3.141 -0.433 -2.102 -1.41 0.91 -1.38 -0.0508
C 1.910 0.062 -1.381 0.16 0.38 -0.89 -0.5521
O 1.398 -0.644 -0.465 0.66 -0.40 0.39 -0.1016
O 1.314 1.135 -1.707 0.57 -0.13 -0.31 -0.0981
C 6.178 -1.618 0.708 0.32 -0.21 0.37 -0.1699
C 6.596 -0.340 -0.006 0.76 -2.11 -0.98 -0.0137
H 9.231 -2.700 1.922 -0.38 -0.13 -0.06 0.0675
H 8.883 -1.039 1.693 -0.36 0.32 0.08 0.0675
H 9.003 -2.069 0.303 -0.62 -0.08 0.39 0.0861
H 7.444 -3.890 2.943 -0.43 0.27 -0.46 0.1112
H 5.043 -4.646 2.874 -0.06 -0.44 0.62 0.0916
H 3.410 -3.451 1.356 0.83 -0.14 0.40 0.1366
H 2.984 -1.284 0.272 -0.20 -0.13 0.26 0.0554
H 5.657 -2.545 -1.663 0.37 -0.54 0.00 0.1041
H 6.056 -2.012 -4.083 0.32 -0.49 -0.13 0.0901
H 4.643 -0.395 -5.253 -0.54 -0.20 1.11 0.1080
H 2.685 0.592 -3.912 -0.24 0.38 -0.22 0.0980
H 7.207 -0.579 -0.933 -0.78 0.29 0.89 0.1070
H 7.252 0.181 0.651 0.35 0.76 0.46 0.0616
H 5.734 0.222 -0.285 -0.44 0.57 -0.15 0.0703
```
Forces are in eV/Å.

As for the HOMO energy: -0.1043 Ha. For the relative energy (zero: lowest compared OMol25 entry of this formula, charge and spin), the calculation gives 74.9 kJ/mol. For the calculated total energy, the calculation gives -162838.61020 eV. Its charge is -1.

Entry 2:
The following is a quantum chemistry calculation of an isolated molecule of ClH3N2O, from OMol25.

Geometry as XYZ:
```
7
Properties=species:S:1:pos:R:3:forces:R:3:lowdin_charge:R:1
N 0.590 0.748 0.103 0.30 0.80 -4.65 -0.0669
O -0.179 -0.019 0.921 -0.98 -1.16 0.31 -0.3326
N -1.242 -0.802 0.261 2.21 2.14 -1.94 -0.3610
Cl -2.529 0.375 -0.200 0.51 -1.12 0.87 0.5000
H -0.096 1.198 -0.651 1.72 -0.88 2.09 0.0839
H 1.320 0.202 -0.557 -2.27 0.63 2.09 0.1300
H -1.423 -1.401 1.026 -1.48 -0.40 1.23 0.0466
```
Forces are in eV/Å.

As for the HOMO energy: -0.3609 Ha. For the relative energy (zero: lowest compared OMol25 entry of this formula, charge and spin), the calculation gives 41.4 kJ/mol. For the calculated total energy, the calculation gives -17594.02479 eV.

Entry 3:
The following is a quantum chemistry calculation of the ion C6H10N with charge +1, from OMol25.

Geometry as XYZ:
```
17
Properties=species:S:1:pos:R:3:forces:R:3:lowdin_charge:R:1
C 2.682 0.061 0.141 2.96 -0.54 0.66 0.1105
C 1.379 -0.001 0.045 -1.28 0.64 0.50 -0.2512
C 0.336 0.898 -0.646 0.18 -2.31 -0.11 -0.0234
C -0.734 0.030 -0.033 -1.31 2.23 2.57 -0.4857
C -2.021 0.639 0.439 -0.21 -0.85 3.73 0.0123
N -0.692 -1.279 -0.575 0.88 -1.32 0.27 0.2096
C 0.291 -0.733 0.808 1.69 0.40 -3.48 0.1678
H 3.364 -0.562 0.846 -1.65 0.95 -1.27 0.1220
H 3.268 0.765 -0.497 -0.70 -0.52 0.60 0.0997
H 0.297 1.934 -0.544 0.08 1.69 1.55 0.1224
H 0.168 0.874 -1.671 0.51 -0.69 -2.41 0.1114
H -2.613 -0.157 1.044 0.80 1.43 -0.97 0.1258
H -2.642 1.032 -0.295 -1.02 0.32 -1.84 0.0595
H -1.875 1.555 1.135 0.28 -1.75 -0.94 0.1373
H -0.417 -1.576 -1.512 0.53 0.71 0.15 0.1826
H -1.314 -1.958 -0.190 -0.78 -0.22 0.41 0.1485
H 0.523 -1.521 1.503 -0.97 -0.17 0.59 0.1509
```
Forces are in eV/Å.

As for the HOMO energy: -0.5264 Ha. For the relative energy (zero: lowest compared OMol25 entry of this formula, charge and spin), the calculation gives 233.1 kJ/mol. For the calculated total energy, the calculation gives -7863.93195 eV. Its charge is +1.

Entry 4:
The following is a quantum chemistry calculation of an isolated molecule of C4H5NO, from OMol25.

Geometry as XYZ:
```
11
Properties=species:S:1:pos:R:3:forces:R:3:lowdin_charge:R:1
C -1.768 -0.043 0.120 0.06 0.01 -0.18 -0.0338
C -0.271 -0.166 0.015 0.05 -0.36 -0.10 -0.3381
C 0.771 0.812 -0.212 0.45 -0.80 -0.66 -0.0341
C 1.892 0.106 0.049 0.22 -0.35 0.02 -0.1500
O 1.634 -1.167 0.298 0.23 -0.15 0.80 -0.0254
N 0.256 -1.329 0.297 -0.36 0.22 0.45 0.1060
H -2.201 -1.021 0.356 0.17 0.19 -0.12 0.0788
H -2.060 0.649 0.921 0.26 -0.10 -0.21 0.0827
H -2.209 0.325 -0.809 0.04 0.00 0.03 0.0759
H 1.045 1.371 -1.090 -1.20 1.81 0.21 0.1085
H 2.912 0.463 0.056 0.09 -0.46 -0.23 0.1295
```
Forces are in eV/Å.

As for the HOMO energy: -0.3593 Ha. For the relative energy (zero: lowest compared OMol25 entry of this formula, charge and spin), the calculation gives 229.8 kJ/mol. For the calculated total energy, the calculation gives -7764.14481 eV.

Number 1: F_max 2.72 eV/A, molecular weight 956.07 g/mol, HOMO-LUMO gap 5.17 eV. Number 2: F_max 4.72 eV/A, molecular weight 82.49 g/mol, HOMO-LUMO gap 10.14 eV. Number 3: F_max 3.89 eV/A, molecular weight 96.15 g/mol, HOMO-LUMO gap 10.04 eV. Number 4: F_max 2.18 eV/A, molecular weight 83.09 g/mol, HOMO-LUMO gap 10.86 eV.